# 1
Here is a single C12H13ClO molecule from the OMol25 dataset. Energies are from wB97M-V/def2-TZVPD.

Calculated total energy   -1000.29882 a.u.
2S+1   1
Gap between HOMO and LUMO   8.60 eV
SMILES   C[C@H]1O/C1=C1\C=CC=C[C@@H]1C1(Cl)CC1
Total charge   0
E_LUMO   0.4 eV

Structure (XYZ):
```
27
C12H13ClO (wB97M-V/def2-TZVPD)
C -1.20 1.94 -0.57
C -0.99 0.78 -1.14
C -0.66 2.18 0.74
C -0.49 -0.45 -0.34
C 0.29 1.33 1.24
C 0.62 0.04 0.50
C -3.05 -0.77 -0.12
C -2.63 -0.13 1.22
C 3.02 -1.11 -0.02
C 1.91 -0.37 0.50
C -1.66 -0.97 0.53
C 3.65 -0.86 -1.37
O 3.16 -0.20 1.01
Cl -1.53 -2.59 1.23
H -1.68 2.69 -1.16
H -1.46 0.64 -2.07
H -0.68 3.16 1.08
H -0.33 -1.31 -0.97
H 0.88 1.40 2.16
H -3.67 -1.59 -0.02
H -3.05 -0.10 -0.91
H -2.53 0.96 1.15
H -2.82 -0.50 2.19
H 3.28 -2.05 0.40
H 4.53 -1.55 -1.71
H 4.24 0.13 -1.43
H 2.88 -0.66 -2.12
```



# 2
Here is 2 unconnected molecules or ions with the total composition C5H12NP from the OMol25 dataset. Energies are from wB97M-V/def2-TZVPD.

Calculated total energy   -593.68755 a.u.
2S+1   1
Relative energy (zero: lowest compared OMol25 entry of this formula, charge and spin)   68.5 kcal per mole
Gap between HOMO and LUMO (spin up / spin down)   6.92 / 6.93 eV
Total charge   0
E_LUMO (spin up / spin down)   -0.1 / -0.1 eV

Structure (XYZ):
```
19
C5H12NP (wB97M-V/def2-TZVPD)
C 1.25 0.86 0.75
C 1.04 -0.30 0.14
C 1.02 2.20 0.21
C 1.55 -1.54 0.81
C 0.28 -0.58 -1.20
N -3.65 -0.39 -0.28
P -4.05 -1.27 1.02
H 1.64 0.77 1.74
H 1.06 2.35 -0.86
H 1.82 2.83 0.60
H 0.15 2.68 0.52
H 0.93 -2.41 0.66
H 1.56 -1.34 1.80
H 2.40 -1.75 0.22
H 0.74 -1.34 -1.95
H 0.08 0.27 -1.87
H -0.75 -0.94 -0.75
H -2.69 -0.36 -0.73
H -4.38 0.27 -0.82
```



# 3
Here is a single C5H14N2O molecule from the OMol25 dataset. Energies are from wB97M-V/def2-TZVPD.

Calculated total energy   -383.62048 a.u.
2S+1   1
Relative energy (zero: lowest compared OMol25 entry of this formula, charge and spin)   50.3 kcal per mole
Gap between HOMO and LUMO   9.63 eV
SMILES   C[C@H](O)CNCCN
Total charge   0
E_LUMO   1.0 eV

Structure (XYZ):
```
22
C5H14N2O (wB97M-V/def2-TZVPD)
C 1.32 -0.18 -1.20
N -0.08 -0.09 -0.87
C -0.40 0.60 0.37
C -1.94 0.78 0.54
C -2.34 0.44 1.95
O -2.64 -0.20 -0.27
C 2.27 -0.93 -0.23
N 3.66 -0.48 -0.31
H 1.42 -0.61 -2.20
H 1.78 0.80 -1.34
H -0.46 -1.02 -0.76
H -0.04 0.12 1.24
H -0.02 1.62 0.35
H -2.26 1.76 0.19
H -2.39 -0.63 2.17
H -3.27 0.84 2.31
H -1.50 0.65 2.62
H -2.37 -0.08 -1.19
H 2.28 -2.00 -0.38
H 1.89 -0.73 0.77
H 3.82 0.51 -0.45
H 4.16 -1.09 -0.92
```



# 4
Here is 2 unconnected molecules or ions with the total composition C35H36BF3O2 from the OMol25 dataset. Energies are from wB97M-V/def2-TZVPD.

Calculated total energy   -1830.21457 a.u.
2S+1   1
Relative energy (zero: lowest compared OMol25 entry of this formula, charge and spin)   60.2 kcal per mole
Gap between HOMO and LUMO   2.99 eV
Total charge   0
E_LUMO   -3.3 eV

Structure (XYZ):
```
77
C35H36BF3O2 (wB97M-V/def2-TZVPD)
C 0.67 -1.72 -1.56
C -0.52 -2.47 -1.30
C -0.48 -3.47 -0.30
C -1.40 -4.50 -0.29
C -2.40 -4.54 -1.27
C -2.58 -3.46 -2.14
C -1.65 -2.42 -2.16
C 1.04 -1.31 -2.84
C 2.38 -1.29 -3.21
C 2.87 -1.29 -4.56
C 4.26 -1.45 -4.84
C 4.75 -1.36 -6.15
C 3.87 -1.08 -7.21
C 2.49 -0.97 -6.96
C 1.99 -1.12 -5.66
H 1.46 -1.76 -0.82
H 0.36 -3.46 0.40
H -1.30 -5.29 0.46
H -3.04 -5.42 -1.34
H -3.42 -3.46 -2.84
H -1.76 -1.60 -2.88
H 0.26 -1.12 -3.57
H 3.11 -1.40 -2.40
H 4.94 -1.64 -4.00
H 5.81 -1.50 -6.34
H 4.26 -0.95 -8.22
H 1.80 -0.77 -7.78
H 0.92 -1.09 -5.48
C -2.70 3.99 1.41
C -2.57 2.59 0.82
C -3.96 2.00 0.60
C -1.58 2.54 -0.47
C -1.80 1.28 -1.30
C -1.60 3.80 -1.34
O -0.30 2.43 0.12
B -0.51 1.78 1.38
C 0.17 0.28 1.47
C -0.47 -0.76 2.13
C 0.25 -1.92 2.46
C 1.59 -2.02 2.09
C 2.40 -3.23 2.49
F 3.47 -3.44 1.67
F 2.88 -3.10 3.76
F 1.65 -4.38 2.47
C 2.20 -1.02 1.34
C 1.45 0.09 0.95
C 0.48 2.61 2.52
C 0.20 2.24 3.93
C 1.18 1.63 4.76
C 0.88 1.32 6.09
C -0.38 1.61 6.62
C -1.36 2.18 5.80
C -1.06 2.51 4.48
O -1.90 1.77 1.76
H -3.28 4.64 0.74
H -3.24 3.93 2.36
H -1.72 4.44 1.60
H -4.51 2.56 -0.17
H -3.90 0.94 0.31
H -4.53 2.06 1.54
H -2.69 1.38 -1.94
H -0.93 1.10 -1.94
H -1.92 0.40 -0.64
H -2.56 3.90 -1.85
H -1.43 4.70 -0.75
H -0.82 3.74 -2.10
H -1.51 -0.68 2.44
H -0.23 -2.74 2.99
H 3.24 -1.14 1.02
H 1.89 0.81 0.26
H 1.53 2.39 2.27
H 0.29 3.67 2.35
H 2.16 1.40 4.35
H 1.65 0.86 6.72
H -0.61 1.40 7.67
H -2.36 2.39 6.18
H -1.81 2.99 3.84
```



# 5
Here is a molecular structure, C5H3AuO3 from the OMol25 dataset. Energies are from wB97M-V/def2-TZVPD.

<S²>   2.016
Calculated total energy   -552.62967 a.u.
2S+1   3
Gap between HOMO and LUMO (spin up / spin down)   9.66 / 7.35 eV
Total charge   +2
E_LUMO (spin up / spin down)   -10.5 / -12.6 eV

Structure (XYZ):
```
12
C5H3AuO3 (wB97M-V/def2-TZVPD)
C 1.01 0.05 -0.54
C 1.92 -0.79 -0.92
O 2.70 -1.59 -1.25
C 0.56 1.46 -0.37
C 0.10 0.42 0.60
O -1.17 -0.09 0.60
C -1.53 -2.00 1.04
O -2.60 -1.89 0.51
Au -2.69 -0.04 -0.12
H 1.29 2.20 -0.03
H -0.15 1.84 -1.11
H 0.55 0.43 1.60
```



# 6
Here is a molecular structure, C4H6O2 from the OMol25 dataset. Energies are from wB97M-V/def2-TZVPD.

Calculated total energy   -306.41662 a.u.
2S+1   1
Relative energy (zero: lowest compared OMol25 entry of this formula, charge and spin)   56.3 kcal per mole
Gap between HOMO and LUMO   10.63 eV
Total charge   0
E_LUMO   0.7 eV

Structure (XYZ):
```
12
C4H6O2 (wB97M-V/def2-TZVPD)
O 1.97 -1.69 0.09
C 1.39 -0.74 0.58
C 0.35 -0.09 -0.30
C -1.12 -0.54 -0.22
O -1.58 0.75 0.19
C -0.27 1.32 0.01
H 1.68 -0.36 1.58
H 0.80 -0.48 -1.22
H -1.50 -0.79 -1.21
H -1.37 -1.33 0.49
H 0.05 1.80 0.94
H -0.27 2.08 -0.78
```



# 7
Here is 11 unconnected molecules or ions with the total composition C11H44O11 from the OMol25 dataset. Energies are from wB97M-V/def2-TZVPD.

Calculated total energy   -1272.96757 a.u.
2S+1   1
Relative energy (zero: lowest compared OMol25 entry of this formula, charge and spin)   27.4 kcal per mole
Gap between HOMO and LUMO   10.35 eV
SMILES   CO.CO.CO.CO.CO.CO.CO.CO.CO.CO.CO
Total charge   0
E_LUMO   0.5 eV

Structure (XYZ):
```
66
C11H44O11 (wB97M-V/def2-TZVPD)
C -2.77 1.09 3.70
O -1.41 0.89 3.28
H -3.48 0.47 3.12
H -2.87 0.77 4.74
H -3.09 2.13 3.58
H -1.18 1.58 2.59
C 3.64 -0.73 -3.11
O 2.36 -0.31 -3.44
H 3.83 -1.76 -3.47
H 4.38 -0.08 -3.58
H 3.80 -0.74 -2.02
H 1.81 -0.37 -2.64
C 2.70 -4.68 -1.42
O 1.91 -4.86 -0.30
H 3.69 -4.27 -1.17
H 2.83 -5.66 -1.88
H 2.25 -4.00 -2.15
H 1.87 -4.03 0.21
C 1.86 0.61 4.08
O 2.79 1.64 4.48
H 0.93 0.69 4.65
H 1.59 0.79 3.04
H 2.29 -0.38 4.23
H 2.77 1.70 5.44
C -3.23 4.60 -1.42
O -2.20 3.71 -0.99
H -4.20 4.26 -1.05
H -3.05 5.61 -1.03
H -3.27 4.69 -2.51
H -1.70 3.35 -1.75
C 1.61 -3.25 2.72
O 0.98 -2.77 1.50
H 2.24 -2.48 3.16
H 0.86 -3.57 3.44
H 2.26 -4.09 2.47
H 0.07 -2.47 1.75
C 0.20 1.75 -3.62
O -0.76 2.71 -3.19
H 1.19 2.20 -3.74
H 0.29 0.99 -2.84
H -0.13 1.23 -4.52
H -1.19 3.10 -3.95
C -2.49 -2.05 1.04
O -1.74 -1.91 2.26
H -2.58 -1.11 0.48
H -2.00 -2.77 0.38
H -3.51 -2.40 1.23
H -1.67 -0.96 2.53
C 0.20 3.49 1.29
O -1.02 2.81 1.32
H 0.63 3.49 0.28
H 0.10 4.50 1.69
H 0.90 2.94 1.93
H -1.55 3.08 0.53
C -1.68 -1.71 -2.98
O -1.64 -0.97 -4.20
H -2.26 -2.63 -3.08
H -0.67 -1.98 -2.65
H -2.10 -1.11 -2.18
H -1.14 -1.48 -4.84
C 0.07 0.42 -0.19
O 0.90 -0.43 -0.95
H -0.28 1.22 -0.82
H -0.77 -0.14 0.22
H 0.60 0.82 0.68
H 1.22 -1.16 -0.40
```



# 8
Here is a single C5H13NOS molecule from the OMol25 dataset. Energies are from wB97M-V/def2-TZVPD.

Calculated total energy   -726.35126 a.u.
2S+1   1
Relative energy (zero: lowest compared OMol25 entry of this formula, charge and spin)   94.0 kcal per mole
Gap between HOMO and LUMO   9.37 eV
SMILES   CN=[S@@H](=O)C(C)(C)C
Total charge   0
E_LUMO   0.6 eV

Structure (XYZ):
```
21
C5H13NOS (wB97M-V/def2-TZVPD)
C 1.20 -1.79 -0.43
C -0.90 -0.57 -1.10
C 1.39 0.72 -0.93
C -1.95 1.68 1.78
C 0.45 -0.41 -0.45
N -0.57 1.41 1.39
O -0.56 -1.25 2.01
S 0.06 0.00 1.25
H 1.94 -1.73 0.28
H 0.49 -2.49 -0.21
H 1.67 -2.04 -1.40
H -1.63 0.16 -0.90
H -1.39 -1.59 -1.01
H -0.92 -0.35 -2.26
H 1.86 0.43 -1.98
H 0.91 1.65 -0.88
H 2.10 0.73 -0.16
H -1.86 2.45 2.61
H -2.50 0.79 2.00
H -2.54 2.23 0.95
H 1.31 0.20 1.72
```



# 9
Here is a single C3H2BrClN2 molecule from the OMol25 dataset. Energies are from wB97M-V/def2-TZVPD.

Calculated total energy   -3258.96871 a.u.
2S+1   1
Relative energy (zero: lowest compared OMol25 entry of this formula, charge and spin)   137.6 kcal per mole
Gap between HOMO and LUMO   6.84 eV
Total charge   0
E_LUMO   -1.5 eV

Structure (XYZ):
```
9
C3H2BrClN2 (wB97M-V/def2-TZVPD)
C -0.18 -0.91 -0.49
C -0.29 -1.76 -1.54
C 0.13 1.51 -2.05
N 0.26 0.27 -0.02
N 0.42 1.38 -0.78
Cl 0.65 2.99 -2.62
Br -1.51 -2.68 -2.56
H -0.07 -1.61 0.34
H 1.07 2.18 -0.30
```



# 10
Here is a single C5H8N2 molecule from the OMol25 dataset. Energies are from wB97M-V/def2-TZVPD.

Calculated total energy   -304.76010 a.u.
2S+1   1
Relative energy (zero: lowest compared OMol25 entry of this formula, charge and spin)   47.3 kcal per mole
Gap between HOMO and LUMO   8.12 eV
SMILES   C=C1C=CN(C)N1
Total charge   0
E_LUMO   1.0 eV

Structure (XYZ):
```
15
C5H8N2 (wB97M-V/def2-TZVPD)
C -0.56 2.20 0.26
N -0.66 0.78 -0.02
C -0.90 -0.11 1.02
C -0.18 -1.24 0.90
C 0.62 -1.10 -0.32
C 1.27 -2.00 -1.07
N 0.51 0.27 -0.67
H -1.47 2.51 0.78
H -0.53 2.74 -0.70
H 0.33 2.46 0.84
H -1.65 0.15 1.76
H -0.27 -2.14 1.50
H 0.45 0.43 -1.67
H 1.68 -1.71 -2.04
H 1.40 -3.03 -0.76
```



# 11
Here is 2 unconnected molecules or ions with the total composition C31H20BF7O2S from the OMol25 dataset. Energies are from wB97M-V/def2-TZVPD.

Calculated total energy   -2465.85710 a.u.
2S+1   1
Relative energy (zero: lowest compared OMol25 entry of this formula, charge and spin)   98.1 kcal per mole
Gap between HOMO and LUMO   3.01 eV
Total charge   0
E_LUMO   -4.1 eV

Structure (XYZ):
```
62
C31H20BF7O2S (wB97M-V/def2-TZVPD)
F -2.82 2.82 -3.79
C -2.58 1.46 -3.67
C -3.59 0.58 -4.05
C -3.30 -0.78 -3.97
F -4.32 -1.68 -4.23
C -2.07 -1.27 -3.57
C -1.05 -0.35 -3.16
C 0.25 -0.84 -2.85
C 1.46 -0.37 -3.43
C 2.56 -1.28 -3.46
C 3.82 -0.84 -3.80
F 4.87 -1.73 -3.78
C 4.07 0.48 -4.17
C 2.96 1.31 -4.33
F 3.18 2.63 -4.70
C 1.66 0.90 -4.06
C -1.36 1.03 -3.16
H -4.57 0.93 -4.37
H -1.86 -2.33 -3.57
H 0.31 -1.77 -2.28
H 2.39 -2.32 -3.17
H 5.08 0.84 -4.34
H 0.83 1.56 -4.27
H -0.64 1.72 -2.74
C 1.12 1.25 7.35
C 0.55 1.36 5.98
C -0.72 1.75 5.64
C -1.03 1.54 4.24
C -0.01 0.92 3.56
B 0.03 0.41 2.04
C -0.70 -1.08 1.92
C -0.02 -2.25 2.25
C -0.65 -3.50 2.11
C -1.97 -3.55 1.67
C -2.68 -4.87 1.52
F -3.84 -4.89 2.25
F -3.02 -5.09 0.22
F -1.92 -5.93 1.93
C -2.66 -2.39 1.37
C -2.02 -1.15 1.50
O -0.66 1.44 1.20
C 0.35 2.03 0.54
C 1.60 1.39 0.83
C 2.77 1.73 0.14
C 2.65 2.68 -0.87
C 1.43 3.30 -1.17
C 0.27 3.02 -0.44
O 1.47 0.36 1.66
S 1.41 0.81 4.56
H 0.44 1.72 8.07
H 1.23 0.19 7.63
H 2.10 1.73 7.41
H -1.43 2.15 6.36
H -1.99 1.80 3.81
H 1.00 -2.20 2.63
H -0.11 -4.41 2.33
H -3.69 -2.44 1.03
H -2.57 -0.24 1.27
H 3.69 1.22 0.40
H 3.55 2.95 -1.44
H 1.39 4.02 -1.98
H -0.68 3.52 -0.63
```



# 12
Here is a molecular structure, C5H7N from the OMol25 dataset. Energies are from wB97M-V/def2-TZVPD.

Calculated total energy   -249.27445 a.u.
2S+1   1
Relative energy (zero: lowest compared OMol25 entry of this formula, charge and spin)   124.7 kcal per mole
Gap between HOMO and LUMO   8.80 eV
Total charge   0
E_LUMO   0.6 eV

Structure (XYZ):
```
13
C5H7N (wB97M-V/def2-TZVPD)
C -1.26 0.95 0.25
C -0.43 -1.20 -1.04
C -0.44 0.30 -0.85
N 1.03 0.09 -0.67
C 1.23 -0.32 0.69
C 0.70 -1.42 -0.18
H -0.72 1.76 0.75
H -2.16 1.39 -0.19
H -1.59 0.23 1.00
H -0.60 0.81 -1.81
H 0.62 0.12 1.47
H 2.28 -0.44 0.94
H 1.36 -2.27 -0.36
```



# 13
Here is 2 unconnected molecules or ions with the total composition C6H8OS from the OMol25 dataset. Energies are from wB97M-V/def2-TZVPD.

Calculated total energy   -706.68425 a.u.
2S+1   1
Relative energy (zero: lowest compared OMol25 entry of this formula, charge and spin)   101.6 kcal per mole
Gap between HOMO and LUMO   9.64 eV
SMILES   C#CC(=C)OC=C.S
Total charge   0
E_LUMO   0.8 eV

Structure (XYZ):
```
16
C6H8OS (wB97M-V/def2-TZVPD)
C 1.82 1.42 1.80
C 1.55 1.03 0.68
C -0.26 -2.58 0.17
C 0.35 -1.44 0.36
C 1.58 1.08 -1.73
C 1.28 0.49 -0.63
O 0.62 -0.66 -0.74
S -2.39 0.54 0.33
H 2.08 1.78 2.68
H -0.30 -3.24 0.99
H -0.34 -3.03 -0.89
H 0.73 -1.12 1.28
H 1.93 2.13 -1.73
H 1.55 0.62 -2.67
H -2.33 1.59 1.09
H -1.06 0.24 0.28
```



# 14
Here is 3 unconnected molecules or ions with the total composition C31H32BrFN3O2P from the OMol25 dataset. Energies are from wB97M-V/def2-TZVPD.

Calculated total energy   -4530.47247 a.u.
2S+1   1
Gap between HOMO and LUMO   7.85 eV
SMILES   CCP(CC)c1ccc2c(c1)C(=O)c1cc(F)c(N)c(C[C@H](C)Br)c1C2=O.c1ccncc1.c1ccncc1
Total charge   0
E_LUMO   -0.5 eV

Structure (XYZ):
```
71
C31H32BrFN3O2P (wB97M-V/def2-TZVPD)
C 7.49 -1.62 -5.09
C 7.48 -0.25 -4.38
P 6.30 0.93 -5.19
C 6.94 2.55 -4.56
C 6.97 2.69 -3.02
C 4.79 0.71 -4.17
C 3.91 1.80 -4.05
C 2.75 1.70 -3.30
C 2.47 0.51 -2.65
C 3.32 -0.59 -2.79
C 4.48 -0.49 -3.55
C 2.94 -1.83 -2.09
O 3.18 -2.92 -2.53
C 2.26 -1.61 -0.78
C 2.54 -2.49 0.26
C 1.99 -2.20 1.48
F 2.30 -2.97 2.54
C 1.16 -1.10 1.71
N 0.73 -0.91 3.03
C 0.79 -0.27 0.64
C -0.17 0.89 0.83
C -1.67 0.59 0.98
C -2.08 -0.31 2.13
Br -2.50 -0.12 -0.63
C 1.40 -0.52 -0.61
C 1.25 0.36 -1.81
O 0.24 0.94 -2.12
H 8.49 -2.02 -5.18
H 7.08 -1.51 -6.09
H 6.91 -2.35 -4.54
H 7.18 -0.41 -3.34
H 8.47 0.19 -4.34
H 7.95 2.62 -4.94
H 6.34 3.34 -4.98
H 6.71 1.78 -2.49
H 6.31 3.48 -2.67
H 7.97 2.97 -2.70
H 4.15 2.73 -4.56
H 2.09 2.55 -3.23
H 5.12 -1.36 -3.63
H 3.19 -3.34 0.15
H 0.42 0.04 3.19
H 1.45 -1.15 3.69
H 0.17 1.48 1.69
H -0.05 1.54 -0.03
H -2.16 1.55 1.15
H -1.68 0.08 3.06
H -3.16 -0.32 2.24
H -1.71 -1.32 2.01
N -4.00 -1.57 4.67
C -4.27 -2.84 4.40
C -5.54 -3.39 4.46
C -6.60 -2.57 4.82
C -6.34 -1.24 5.10
C -5.03 -0.79 5.01
H -3.42 -3.45 4.12
H -5.70 -4.44 4.23
H -7.61 -2.96 4.87
H -7.13 -0.56 5.37
H -4.79 0.25 5.22
N -7.99 1.23 3.54
C -7.20 1.01 2.49
C -7.49 1.46 1.21
C -8.65 2.18 1.01
C -9.48 2.42 2.09
C -9.10 1.93 3.33
H -6.30 0.44 2.69
H -6.81 1.25 0.39
H -8.91 2.54 0.02
H -10.40 2.97 1.98
H -9.73 2.09 4.21
```



# 15
Here is a molecular structure, C3H9N3O from the OMol25 dataset. Energies are from wB97M-V/def2-TZVPD.

Calculated total energy   -358.96008 a.u.
2S+1   1
Relative energy (zero: lowest compared OMol25 entry of this formula, charge and spin)   178.4 kcal per mole
Gap between HOMO and LUMO   9.51 eV
Total charge   0
E_LUMO   0.7 eV

Structure (XYZ):
```
16
C3H9N3O (wB97M-V/def2-TZVPD)
C 2.74 0.16 0.16
C 0.25 0.04 -0.13
C -2.11 -0.83 0.21
H 3.75 -0.26 -0.08
H 2.68 -0.12 1.30
H 2.42 1.32 -0.13
H 1.60 -1.45 0.08
H -2.66 -1.62 -0.39
H -2.56 -0.01 0.46
H -2.12 -1.42 1.28
H -1.74 0.40 -0.74
H -1.52 2.35 -0.79
N 1.58 -0.46 -0.62
N -0.05 1.27 0.01
N -1.48 1.49 -0.13
O -0.77 -0.84 -0.50
```